Entry 1:
Here is a cluster of 2 separate species, C2H6FO2P in total from the Open Molecules 2025 dataset. Energies are from ωB97M-V with the def2-TZVPD basis set.

XYZ file:
```
12
Properties=species:S:1:pos:R:3:forces:R:3:mulliken_charge:R:1
C -1.42538 0.83377 1.86912 -0.1 -1.3 1.4 -0.511
C 0.78082 -1.02397 -2.66015 3.5 -1.8 -0.2 -0.349
O -0.70172 -0.46136 1.67978 -7.9 0.3 -1.3 -0.470
O 0.48771 -0.10767 -1.80109 -1.1 1.6 0.7 -0.113
F 2.33398 -0.57404 -0.25487 -0.9 1.2 -0.2 -0.334
P 1.13714 0.58201 -0.53223 1.6 -1.1 0.5 0.296
H -2.43376 0.72389 1.36971 1.5 0.5 0.0 0.203
H -0.73702 1.69194 1.62551 -1.2 -0.8 -0.4 0.263
H -1.68109 0.94716 2.97197 0.4 -0.2 -1.2 0.235
H 0.23925 -0.95403 -3.57003 -0.3 -0.2 -0.6 0.303
H 0.11172 -0.25527 1.87709 7.0 1.3 1.7 0.266
H 1.88833 -1.40242 -2.57480 -2.5 0.4 -0.4 0.212
```
Positions in Å, forces in eV/Å.

Computed properties:
energy relative to the best compared isomer or geometry (same formula, charge and spin): 501.6 kJ/mol
energy: -671.3847 Ha
gap between HOMO and LUMO (alpha / beta): 8.1 / 7.7 eV

---

Entry 2:
Here is a structure of composition C17H13BF4N4Ta from the Open Molecules 2025 dataset. Energies are from ωB97M-V with the def2-TZVPD basis set.

XYZ file:
```
40
Properties=species:S:1:pos:R:3:forces:R:3:mulliken_charge:R:1
Ta 0.19779 0.22618 0.90682 0.2 0.0 -1.8 1.855
C -2.30172 -3.67479 1.53456 0.5 2.7 -0.7 -0.471
C -0.92659 -3.60614 1.67238 1.3 -2.2 1.5 -0.967
C -0.15011 -2.71387 0.97801 -0.3 0.9 -0.6 0.184
C -0.85555 -1.73491 0.21639 -2.0 -0.3 -1.3 -0.139
C -2.31571 -1.76873 0.02518 1.8 -2.5 2.0 -0.379
C -2.99899 -2.77181 0.70719 -0.3 -0.3 -0.5 -0.677
N -0.17210 -0.82830 -0.64728 0.0 -0.6 1.0 0.192
C 0.61526 -1.11076 -1.80780 1.0 1.6 1.6 0.613
C 0.52046 -2.08010 -2.71650 -1.1 -2.6 -0.7 -0.465
C 1.54000 -2.26320 -3.65954 0.2 0.4 0.3 -0.582
C 2.51187 -1.29808 -3.75311 1.5 0.9 -0.2 -0.610
C 2.59469 -0.19736 -2.89350 -0.5 -0.5 0.9 -0.437
C 1.66578 -0.16442 -1.85116 -0.6 -0.6 -1.3 0.293
N 1.40940 0.80385 -0.91922 0.8 2.4 0.8 0.522
N 1.76507 2.01221 -1.10390 0.3 -2.8 -1.1 -0.811
C 1.28608 2.82622 -0.15451 -1.1 0.4 2.0 0.282
C 1.47103 4.14023 -0.16058 1.0 2.2 -1.5 -0.352
C 0.94471 4.94041 0.83047 -0.7 -0.2 1.2 -0.153
C 0.23056 4.39252 1.89793 0.9 1.4 0.8 -1.091
C 0.10156 3.02168 1.86332 -1.4 1.4 2.7 0.447
N 0.55982 2.32928 0.88133 0.0 -3.7 -1.8 -0.077
H -2.88236 -4.22802 2.18764 -0.8 -1.8 0.9 0.531
H -0.43342 -4.38224 2.32969 -0.5 1.1 -0.8 0.432
H 0.95047 -2.69910 0.98148 -0.5 -0.2 0.1 0.563
H -2.80858 -1.22970 -0.72205 -0.4 1.3 -0.9 0.657
H -4.07465 -3.00149 0.57346 0.7 0.7 0.0 0.462
H -0.27301 -2.83052 -2.68637 0.1 0.3 0.1 0.438
H 1.65340 -3.17820 -4.23289 -0.5 0.2 -0.1 0.459
H 3.33693 -1.39342 -4.44881 -0.2 -0.2 -0.2 0.405
H 3.42802 0.48119 -2.85579 0.2 0.2 -0.5 0.477
H 2.03775 4.57841 -0.97008 0.1 0.1 0.0 0.557
H 1.12233 5.98335 0.80807 0.2 0.9 -0.1 0.488
H 0.00502 5.04177 2.78873 -0.2 -1.0 -1.1 0.406
H -0.38554 2.44339 2.67057 0.2 0.6 -0.3 0.523
F -3.45569 1.23827 1.42588 -0.8 -0.1 -0.5 -0.139
B -2.92403 1.02312 2.56988 1.8 -0.1 -1.7 0.535
F 1.76445 -0.21107 1.71626 -0.2 -0.4 -0.1 -0.448
F -1.60447 0.35400 2.32821 -0.3 0.5 0.3 -0.489
F -3.14992 1.53014 3.68962 -0.2 0.0 1.4 -0.037
```
Positions in Å, forces in eV/Å.

Computed properties:
energy: -1355.0618 Ha
total charge: +3
gap between HOMO and LUMO: 5.9 eV

---

Entry 3:
Here is a cluster of 2 separate species, C39H44BNO4S in total from the Open Molecules 2025 dataset. Energies are from ωB97M-V with the def2-TZVPD basis set.

XYZ file:
```
90
Properties=species:S:1:pos:R:3:forces:R:3:mulliken_charge:R:1
C 3.94041 2.32381 5.19293 -0.6 -0.3 0.1 -0.767
O 2.61833 1.76101 5.29869 0.8 -0.1 0.3 -0.443
C 2.19531 0.94388 4.30151 -0.1 -0.1 -1.0 0.702
C 0.84354 0.52861 4.35051 0.8 0.4 0.5 -0.498
C 0.22554 0.10072 3.20240 0.4 -0.3 -1.0 -0.949
C 0.94588 0.03299 1.98246 0.5 -0.7 1.1 0.095
C 0.24210 0.19976 0.64421 2.2 0.2 0.1 1.103
B 0.51962 1.78916 0.67974 -3.2 -1.2 -0.4 1.190
O 0.87618 2.59269 -0.36434 0.0 0.3 0.4 -0.597
C 0.04431 3.77839 -0.23322 -0.1 0.1 0.3 1.479
C 0.87085 4.92631 -0.74642 0.1 0.3 0.1 -2.051
C -1.18196 3.59454 -1.12683 -0.1 -0.2 0.0 -1.740
C -0.30426 3.79142 1.31587 0.4 0.2 0.1 1.754
C 0.74083 4.49795 2.18024 0.1 0.3 0.0 -1.966
C -1.69231 4.27245 1.67824 -0.2 0.2 -0.2 -1.702
O -0.22801 2.40697 1.67236 0.6 0.2 -0.7 -0.250
C 1.00501 -0.53328 -0.43905 0.1 -0.6 -0.1 -0.767
C 0.86089 -1.92139 -0.58993 -0.1 0.3 -0.1 -0.223
C 1.60632 -2.63123 -1.52357 0.4 -0.1 -0.2 -0.896
C 2.55768 -1.97017 -2.30323 0.2 0.1 -0.2 0.117
O 3.32175 -2.69528 -3.23778 0.0 0.5 0.1 -0.481
C 4.67050 -2.92067 -2.99522 -0.4 -0.3 0.4 0.609
C 5.30176 -3.79511 -3.89513 0.0 0.1 0.5 -0.628
C 6.51587 -4.37071 -3.53068 0.0 0.4 0.1 -0.282
C 7.12957 -4.01799 -2.31879 0.0 0.0 0.0 -0.510
C 6.54712 -3.04768 -1.49757 0.0 0.0 -0.5 -0.556
C 5.32485 -2.46299 -1.84498 0.0 -0.4 -0.2 -0.191
C 2.72693 -0.59597 -2.16598 0.2 -0.3 0.0 -0.682
C 1.98996 0.09117 -1.20757 -0.1 0.1 -0.2 0.222
C 2.35636 0.11825 2.04835 -0.8 -0.1 -0.2 -0.590
C 2.98867 0.59662 3.18478 -0.3 0.3 1.1 -0.628
H 4.05361 2.88659 6.11957 0.2 0.0 -0.2 0.247
H 4.71560 1.54486 5.12538 -0.2 0.2 0.1 0.308
H 4.01816 2.99899 4.32605 -0.1 -0.2 0.2 0.295
H 0.31110 0.64562 5.29450 0.0 0.0 -0.3 0.408
H -0.83391 -0.15305 3.19629 0.2 0.2 0.0 0.430
H -0.81577 -0.07055 0.70396 0.1 0.2 -0.1 -0.472
H 0.33714 5.86981 -0.61334 0.1 0.0 0.0 0.388
H 1.83205 4.96774 -0.22828 -0.1 0.1 -0.1 0.363
H 1.04773 4.77939 -1.81507 0.0 0.0 0.1 0.433
H -1.76600 4.52274 -1.16793 0.0 -0.2 0.1 0.404
H -0.84508 3.36503 -2.14559 0.0 0.0 0.2 0.469
H -1.82995 2.77273 -0.79379 0.1 0.2 0.0 0.087
H 0.67655 5.58694 2.06728 0.1 -0.1 0.0 0.391
H 0.53960 4.25703 3.23238 0.0 0.0 -0.3 0.386
H 1.76360 4.16329 1.94739 -0.3 0.1 0.0 0.320
H -1.82971 5.31500 1.37175 0.0 -0.1 0.0 0.359
H -2.46282 3.65336 1.20666 0.1 0.1 0.1 0.248
H -1.82740 4.22270 2.76305 0.1 0.0 -0.1 0.435
H 0.16808 -2.45358 0.06384 0.0 0.1 -0.3 0.576
H 1.48074 -3.70477 -1.64008 0.1 0.1 0.0 0.500
H 4.79488 -4.04722 -4.82423 0.1 -0.1 0.3 0.385
H 6.98312 -5.10345 -4.19190 -0.1 0.3 0.2 0.347
H 8.06714 -4.49599 -2.02478 -0.3 0.2 -0.1 0.351
H 7.03037 -2.74278 -0.57165 0.0 -0.1 -0.2 0.359
H 4.86622 -1.70510 -1.21578 0.0 -0.3 0.0 0.320
H 3.46132 -0.06654 -2.78116 -0.2 -0.3 0.2 0.421
H 2.21538 1.14201 -1.06084 -0.2 -0.2 -0.2 0.658
H 2.95735 -0.12397 1.17098 -0.2 0.2 0.2 0.383
H 4.07286 0.74657 3.20738 -0.5 0.0 -0.1 0.305
C -6.53303 3.34304 -0.21055 -0.2 0.3 0.3 -1.183
C -5.53077 2.34507 -0.64053 0.8 -0.4 -1.6 0.759
C -4.97635 2.21175 -1.91129 -0.5 -0.1 1.4 -0.835
C -4.11393 1.08743 -2.01955 0.0 -0.3 0.8 -0.608
C -3.98429 0.36760 -0.83487 -0.6 2.1 -0.8 -0.076
C -3.22942 -0.82324 -0.62443 0.5 -1.1 0.0 1.197
C -3.30885 -1.52072 0.60078 0.3 0.5 -0.6 -0.476
C -2.97642 -2.85468 0.65321 0.0 -0.6 -0.5 -0.893
C -2.72367 -3.52202 -0.58285 -0.2 0.5 0.3 0.621
N -3.07013 -4.82560 -0.74270 0.5 -1.1 0.1 0.150
C -3.30855 -5.36383 -2.06818 0.1 0.2 -0.2 -0.901
C -3.63548 -5.58966 0.35137 0.0 0.2 0.1 -1.005
C -2.26359 -2.76101 -1.69224 -0.3 -0.2 0.2 -0.804
C -2.55174 -1.41502 -1.72870 -0.4 0.2 1.0 -0.448
S -4.97686 1.10122 0.42050 0.5 -0.1 -0.9 -0.305
H -7.02869 3.75725 -1.09480 0.0 0.0 0.2 0.352
H -7.27913 2.86596 0.43910 0.1 0.3 -0.2 0.336
H -6.05892 4.16596 0.34170 -0.2 -0.1 0.0 0.241
H -5.21125 2.89556 -2.72199 0.0 -0.2 0.1 0.375
H -3.63558 0.79301 -2.95231 -0.1 0.1 0.3 0.384
H -3.70479 -1.01667 1.48928 0.2 -0.2 -0.3 0.291
H -3.04228 -3.41786 1.58560 -0.2 0.2 -0.4 0.388
H -4.13015 -4.82698 -2.57619 0.2 -0.1 0.1 0.331
H -2.41110 -5.28077 -2.69714 -0.3 -0.2 0.1 0.263
H -3.59371 -6.41525 -1.95117 0.2 0.3 -0.3 0.314
H -2.95509 -5.60071 1.21305 -0.2 -0.2 -0.2 0.276
H -4.60146 -5.17704 0.68818 0.1 0.0 -0.1 0.383
H -3.79585 -6.60782 -0.01729 0.1 0.2 0.4 0.303
H -1.76386 -3.25239 -2.52941 -0.4 0.2 0.2 0.380
H -2.34665 -0.82020 -2.62062 0.0 -0.3 0.3 0.211
```
Positions in Å, forces in eV/Å.

Computed properties:
energy relative to the best compared isomer or geometry (same formula, charge and spin): 0.0 kJ/mol
energy: -2291.3019 Ha
SMILES string: COc1ccc([C@@H](B2OC(C)(C)C(C)(C)O2)c2ccc(Oc3ccccc3)cc2)cc1.Cc1ccc(-c2ccc(N(C)C)cc2)s1
gap between HOMO and LUMO: 7.3 eV

---

Entry 4:
Here is a cluster of 2 separate species, C5H8N in total from the Open Molecules 2025 dataset. Energies are from ωB97M-V with the def2-TZVPD basis set.

XYZ file:
```
14
Properties=species:S:1:pos:R:3:forces:R:3:mulliken_charge:R:1
C 0.91341 -1.17705 0.06858 1.0 -0.4 0.0 -0.326
C 0.62048 1.06777 0.18741 2.6 -0.7 0.4 -0.399
C 2.19310 0.67056 0.03879 -1.5 2.8 -2.3 -0.382
C -0.04326 -0.16785 0.24032 -1.8 0.2 -1.8 0.180
C -3.08955 -0.69903 -0.22101 0.7 0.8 1.2 -0.603
N 2.12136 -0.70908 -0.02427 0.6 -1.9 -0.1 -0.256
H 0.66758 -2.19339 -0.11498 0.1 -0.9 0.3 0.411
H 0.22576 1.24651 1.17397 0.3 1.0 1.9 0.262
H 0.28026 1.88864 -0.34768 -0.9 1.4 -1.1 0.490
H 2.60764 1.07216 -1.05456 -1.1 -1.1 2.5 0.299
H 2.94412 1.14099 0.70447 -0.6 -0.6 0.1 0.331
H -3.33157 0.34808 -0.49502 0.2 -1.0 0.2 0.331
H -3.28931 -1.06380 0.80919 0.2 0.4 -0.9 0.322
H -2.82002 -1.42450 -0.96520 0.0 -0.1 -0.3 0.341
```
Positions in Å, forces in eV/Å.

Computed properties:
energy relative to the best compared isomer or geometry (same formula, charge and spin): 768.8 kJ/mol
energy: -249.5323 Ha
total charge: +1
gap between HOMO and LUMO (alpha / beta): 8.9 / 6.5 eV

---

Among the records above, which one has the lowest energy?
C39H44BNO4S

---

The lowest energy belongs to which entry?
C39H44BNO4S